100
Properties=species:S:1:pos:R:3:forces:R:3:mulliken_spin:R:1 method="wB97M-V/def2-TZVPD" lumo_energy_ev="-6.984 / -6.644" max_force_ev_per_a=1.68 multiplicity=2 orbital_gap_ev="6.353 / 6.717" de_lowest_kcal_mol=21.4 s2=0.7727 homo_ev="-13.34 / -13.36" charge=+2
Re -0.349499 0.638708 -0.106386 0.97 -0.72 1.17 0.783
C -1.743037 0.236659 5.737672 0.02 0.06 -0.02 0.003
C -2.367045 -0.907811 4.954942 -0.06 0.10 -0.18 -0.004
N -2.698007 -0.537540 3.550461 -0.02 0.29 0.47 0.024
C -4.059593 -0.007287 3.314802 0.17 -0.21 -0.07 0.007
C -4.183313 1.490489 3.572927 0.12 0.03 0.04 -0.007
C -1.752359 -0.533460 2.640465 -0.10 0.03 -0.22 0.012
S -2.225413 -0.181887 0.975107 -0.22 -0.13 0.14 0.096
N -0.532880 -0.957931 3.032467 -0.37 0.04 0.07 0.002
C 0.580694 -0.735267 2.434322 0.42 0.14 -0.51 0.005
O 0.759800 -0.010691 1.328448 -0.24 0.07 0.02 0.017
C 1.835486 -1.284030 2.964704 -0.04 0.02 -0.11 0.001
C 1.853658 -1.933498 4.198950 0.02 -0.04 0.06 0.001
C 3.039124 -2.461946 4.677882 -0.04 0.00 0.01 -0.001
C 4.204430 -2.349345 3.927794 0.02 -0.01 0.01 0.001
C 4.192956 -1.702282 2.698530 -0.01 -0.02 0.01 -0.001
C 3.011862 -1.164979 2.218798 0.04 -0.04 0.03 -0.002
H -1.448171 -0.124819 6.723322 -0.01 0.01 -0.02 0.000
H -2.439987 1.062512 5.878473 0.02 -0.03 -0.02 0.000
H -0.857016 0.616737 5.227878 -0.02 -0.03 0.02 0.000
H -3.300239 -1.236215 5.406123 -0.03 0.00 0.02 0.000
H -1.688618 -1.752689 4.916960 0.02 -0.07 -0.03 0.001
H -4.714690 -0.577081 3.968866 -0.08 0.00 -0.01 0.001
H -4.341810 -0.238909 2.292997 0.00 -0.05 -0.03 0.007
H -4.284790 1.711031 4.635381 0.03 0.00 -0.05 0.001
H -5.068157 1.872451 3.063318 0.01 -0.01 0.05 -0.001
H -3.308050 2.024097 3.194982 -0.10 -0.03 0.00 0.006
H 0.941018 -2.009821 4.775232 0.03 -0.01 -0.03 0.000
H 3.058342 -2.962142 5.637095 0.00 0.01 -0.02 0.000
H 5.128662 -2.766718 4.306892 -0.02 0.01 -0.01 0.000
H 5.099299 -1.617654 2.114061 -0.01 0.02 -0.02 0.000
H 3.000143 -0.657280 1.265058 0.03 0.00 0.01 0.002
C -0.746954 4.083216 -4.020477 -0.06 -0.05 0.03 0.000
C -1.913781 3.144995 -3.676271 0.21 -0.14 0.25 -0.001
C -1.546842 2.190269 -2.619769 -0.29 0.19 -0.50 0.011
N -1.246213 1.446583 -1.801662 -0.14 0.26 -0.44 -0.024
H -1.060742 4.752412 -4.818643 0.01 0.00 0.01 0.000
H 0.120010 3.520355 -4.362473 -0.01 0.01 0.00 0.000
H -0.464959 4.683334 -3.156720 0.01 -0.01 -0.02 0.000
H -2.230093 2.562109 -4.542130 0.00 -0.04 -0.02 0.000
H -2.783437 3.701883 -3.325809 -0.03 0.00 0.03 0.001
O -0.671038 2.137636 2.709495 0.00 -0.39 0.05 0.015
C -0.997877 2.788417 1.756785 0.25 0.72 -0.32 -0.014
O -0.613294 2.456587 0.475521 -0.44 -0.02 0.60 0.059
C -1.735301 4.070618 1.851904 -0.12 -0.11 -0.16 0.008
C -1.745059 4.732313 3.075297 -0.03 0.05 0.13 0.001
C -2.468862 5.905320 3.218535 0.02 -0.02 -0.01 0.000
C -3.194189 6.408075 2.145344 0.01 -0.01 -0.01 0.000
C -3.192983 5.744503 0.924216 0.05 -0.02 0.00 0.000
C -2.455751 4.580013 0.775831 -0.01 0.03 -0.08 -0.001
H -1.178175 4.323923 3.902067 -0.03 0.00 -0.01 0.000
H -2.470312 6.427153 4.166676 0.01 -0.01 -0.03 0.000
H -3.760707 7.322795 2.259755 -0.01 -0.01 0.00 0.000
H -3.764480 6.139650 0.093809 0.02 -0.02 0.03 0.000
H -2.445734 4.051104 -0.169658 0.00 0.01 0.01 0.000
N -2.656491 -1.506109 -1.912073 -0.05 0.18 0.04 0.004
C -1.540856 -2.178630 -1.705080 0.16 -0.25 0.20 0.015
S -0.012923 -1.400680 -1.341767 -0.43 0.12 -0.45 -0.017
N -1.509094 -3.495512 -1.814095 -0.06 -0.12 -0.14 0.001
C -2.580245 -4.376393 -2.215974 0.16 0.16 0.12 0.001
C -3.366102 -4.102162 -3.326111 0.00 -0.03 -0.11 0.000
C -4.359806 -5.004489 -3.685637 0.02 0.05 0.00 0.000
C -4.547839 -6.168643 -2.955831 0.02 0.00 0.01 0.000
C -3.739667 -6.437803 -1.859352 0.02 0.00 0.01 0.000
C -2.753342 -5.539308 -1.482804 -0.07 -0.07 0.11 0.000
H -2.662139 -0.517517 -1.722928 -0.01 -0.01 -0.04 0.002
H -3.539233 -1.992392 -1.989217 0.01 -0.02 -0.04 0.000
H -0.640499 -3.934973 -1.543923 0.02 -0.01 -0.05 0.000
H -3.183084 -3.228640 -3.940219 0.01 -0.01 0.04 0.000
H -4.973510 -4.801424 -4.553452 0.02 -0.01 0.02 0.000
H -5.313473 -6.873746 -3.249983 0.00 0.02 0.01 0.000
H -3.875602 -7.349462 -1.293181 0.00 0.01 -0.01 0.000
H -2.125736 -5.739323 -0.621076 -0.03 0.01 -0.05 0.000
C 5.389944 -3.092958 -2.901251 -0.06 -0.03 -0.01 0.000
C 5.910707 -1.740285 -3.361199 -0.13 0.10 0.01 0.000
N 4.975045 -0.633917 -3.087027 0.00 -0.09 -0.10 0.000
C 4.282899 -0.013255 -4.218130 0.08 -0.11 0.14 0.000
C 3.184547 -0.889262 -4.798887 -0.06 -0.04 -0.03 0.000
C 4.859635 -0.230330 -1.810807 0.03 0.02 0.06 0.001
O 5.494568 -0.698833 -0.877746 -0.02 0.00 -0.06 0.000
C 3.864272 0.853357 -1.469572 0.10 -0.15 -0.03 -0.006
C 4.291392 2.100063 -1.047023 0.15 0.12 0.00 0.002
C 3.353808 2.991160 -0.561415 -0.01 0.07 0.05 -0.003
C 2.036649 2.594321 -0.446062 -0.05 -0.46 -0.24 -0.001
N 1.609817 1.366939 -0.827030 0.55 0.39 -0.04 0.026
C 2.528804 0.534235 -1.359021 -0.35 0.16 0.20 -0.030
H 6.069452 -3.881689 -3.226775 -0.01 0.03 0.02 0.000
H 4.404029 -3.298967 -3.325012 0.05 -0.01 0.00 0.000
H 5.321811 -3.128328 -1.815152 -0.01 0.01 -0.01 0.000
H 6.087817 -1.740776 -4.435844 0.01 0.02 -0.02 0.000
H 6.850815 -1.512995 -2.861814 0.05 0.00 0.00 0.000
H 5.029367 0.203139 -4.983301 0.03 0.03 -0.02 0.000
H 3.876385 0.943007 -3.895780 0.00 0.04 0.01 0.000
H 3.582256 -1.846643 -5.138751 -0.01 0.03 0.01 0.000
H 2.726352 -0.397626 -5.659360 0.02 -0.02 0.04 0.000
H 2.404889 -1.090126 -4.057851 0.04 0.01 -0.03 0.000
H 5.343440 2.358582 -1.086080 -0.05 -0.01 0.00 0.000
H 3.639085 3.980287 -0.229662 -0.02 -0.02 -0.02 0.000
H 1.292818 3.247909 -0.027136 -0.05 0.07 0.03 0.000
H 2.193010 -0.444463 -1.669756 -0.01 -0.01 -0.01 -0.004